one.
Computed, not measured: 2 unconnected molecules or ions with the total composition C2H2Cl4Si, with ωB97M-V with the def2-TZVPD basis set.

Its LUMO energy is 0.0136 Ha. The calculation puts the gap between HOMO and LUMO at 11.311 eV. Its charge is 0. The value obtained for the HOMO energy is -10.94 eV.

Last columns: bonded neighbours and bond lengths (Å).
Atoms and positions in Å:
1 C 1.420 -0.917 -1.207  C2 1.176, H7 1.065
2 C 0.994 -0.182 -0.393  C1 1.176, Si3 1.872
3 Si 0.259 0.900 0.946  C2 1.872, Cl4 2.065, Cl5 2.065, Cl6 2.009
4 Cl -0.057 2.733 0.051  Si3 2.065
5 Cl 1.592 0.982 2.520  Si3 2.065
6 Cl -1.554 0.315 1.586  Si3 2.009
7 H 1.680 -1.735 -1.838  C1 1.065
8 Cl -2.075 -1.351 -1.450  H9 1.389
9 H -2.258 -0.744 -0.215  Cl8 1.389

So, what does the Mulliken scheme give us? The charges, in e, come out as: 0.383 -0.854 0.797 -0.229 -0.212 -0.226 0.392 -0.272 0.221

***

two.
Computed, not measured: a single C2H2Cl4Si molecule, with ωB97M-V with the def2-TZVPD basis set.

Its LUMO energy is -0.0357 Ha. The calculation puts the gap between HOMO and LUMO at 7.594 eV. Its charge is 0. The value obtained for the HOMO energy is -8.57 eV.

Last columns: bonded neighbours and bond lengths (Å).
Atoms and positions in Å:
1 C -1.377 0.255 0.333  Si3 1.951, Cl6 1.768, H8 1.224, H9 1.032
2 C 1.190 -1.557 -0.180  Si3 1.898, Cl4 1.609
3 Si 0.554 0.216 0.057  C1 1.951, C2 1.898, Cl5 2.042, Cl7 2.096
4 Cl 2.670 -2.034 0.235  C2 1.609
5 Cl 1.409 1.853 0.928  Si3 2.042
6 Cl -2.111 1.527 -0.651  C1 1.768
7 Cl 1.100 0.163 -1.967  Si3 2.096
8 H -1.795 -0.822 -0.074  C1 1.224
9 H -1.640 0.399 1.320  C1 1.032

So, what does the Mulliken scheme give us? The charges, in e, come out as: -0.540 -0.159 0.700 -0.022 -0.216 -0.158 -0.224 0.270 0.351

***

Which of the structures shown above is the most stable? The most stable is one.